Here is C30H30CrN3O3 as an isolated structure in a non-equilibrium geometry from the Open Molecules 2025 dataset. Energies are from ωB97M-V with the def2-TZVPD basis set.

Results
* lowest unoccupied orbital energy (spin up / spin down): -5.33 / -8.64 eV
* expectation value of S²: 3.8293

Structure (ORCA input):
```
! RIJCOSX wB97M-V def2-TZVPD def2/J DEFGRID3
* xyz 2 4
C 3.0294 -2.1715 -0.0585
N 3.1806 -1.5472 -1.3725
C 2.8335 -2.4364 -2.4873
C 2.9985 -0.1553 -1.4878
N 2.0293 0.4155 -0.7816
C 2.2807 1.7181 -0.2208
C 1.7186 1.9735 1.1769
C 2.5683 2.0366 2.2888
C 2.0663 2.3946 3.5461
C 0.6980 2.6451 3.7153
C -0.1540 2.5867 2.6047
C 0.3630 2.2574 1.3479
N 3.8244 0.4298 -2.4030
C 4.7426 -0.3696 -3.2150
C 3.7289 1.8068 -2.8508
H 3.4300 -1.5172 0.7276
H 1.9815 -2.4164 0.1793
H 3.6150 -3.1019 -0.0516
H 2.6055 -1.8636 -3.3941
H 3.6717 -3.1252 -2.6893
H 1.9457 -3.0387 -2.2292
H 3.3788 1.8291 -0.1459
H 1.8498 2.5264 -0.8500
H 3.6346 1.8412 2.1399
H 2.7528 2.4965 4.3915
H 0.3023 2.9148 4.6948
H -1.2193 2.8054 2.7034
H -0.2954 2.1880 0.4773
H 5.0999 -1.2459 -2.6535
H 4.2502 -0.6926 -4.1523
H 5.5966 0.2714 -3.4756
H 3.2365 2.4256 -2.1115
H 4.7465 2.1858 -2.9912
H 3.1814 1.8747 -3.8010
O -7.0211 -0.9795 2.1656
C -5.8939 -1.0792 2.4290
Cr -4.0552 -1.4969 2.6849
C -4.0813 -1.8956 0.8504
O -4.2247 -2.1824 -0.2718
C -4.7360 -3.2616 2.9234
O -5.2715 -4.2958 2.9282
C -3.6394 -0.7739 4.6773
C -3.8172 0.3068 3.8068
C -3.0839 0.3761 2.6143
C -2.0437 -0.5496 2.3488
C -1.2299 -0.4227 1.1727
C -0.6630 -0.3629 0.0681
C -0.1214 -0.4000 -1.1902
C -0.8728 0.1517 -2.2979
C -0.4299 -0.0080 -3.6407
C -1.2242 0.4142 -4.7091
C -2.4473 1.0604 -4.4573
C -2.8915 1.2561 -3.1410
C -2.0964 0.8322 -2.0706
C -2.0031 -1.7132 3.1490
C -2.7334 -1.7861 4.3436
H -4.2318 -0.8445 5.5918
H -4.5455 1.0842 4.0242
H -3.2556 1.1846 1.8961
H 0.6705 -1.1019 -1.4491
H 0.4973 -0.5497 -3.8280
H -0.9018 0.2301 -5.7399
H -3.0580 1.4142 -5.2944
H -3.8602 1.7255 -2.9392
H -2.4504 0.9108 -1.0389
H -1.3458 -2.5309 2.8364
H -2.6101 -2.6540 4.9865
*
```